Computed, not measured: a 2-piece molecular cluster, CH4FOPS overall at a distorted geometry, with wB97M-V/def2-TZVPD.

Geometry as XYZ:
```
9
Properties=species:S:1:pos:R:3:forces:R:3
C -1.10622 -1.67795 1.18640 -0.22 -0.12 1.59
P -1.09440 -0.28243 0.38737 1.72 2.09 -3.40
F -1.22316 -0.60675 -1.23008 -0.28 0.05 2.21
S -0.32907 1.54524 0.48446 -1.26 -1.88 0.60
H -0.98604 -1.55137 2.29827 -0.20 -0.51 -1.32
H -1.41656 -2.60273 0.69133 0.13 0.40 0.39
O 2.40096 1.84279 -1.41260 -0.34 0.10 1.06
H 1.69845 1.41376 -1.92068 0.09 0.14 0.34
H 2.05604 1.91944 -0.48445 0.37 -0.26 -1.48
```
Positions in Å, forces in eV/Å.

For the relative energy (zero: lowest compared OMol25 entry of this formula, charge and spin), the calculation gives 268.2 kJ/mol. As for the SMILES: C=P(F)=S.O. The spin multiplicity is 1.

=====

Computed, not measured: C17H13N11O7PtS2 as an isolated structure, with wB97M-V/def2-TZVPD.

Geometry as XYZ:
```
51
Properties=species:S:1:pos:R:3:forces:R:3
Pt -0.11586 -0.66241 1.66138 0.04 0.11 0.11
N 2.15690 -0.68681 5.32052 0.04 0.01 -0.01
C 1.64817 -0.54106 4.06730 -0.05 0.00 0.02
S -0.10511 -0.52183 3.96842 0.07 -0.05 -0.08
N 2.47165 -0.43636 3.08007 -0.04 0.06 -0.04
N 1.86565 -0.25261 1.84386 0.12 0.12 0.18
C 2.54439 0.37820 0.95756 0.01 -0.12 -0.06
C 2.15616 0.59308 -0.40970 -0.08 -0.03 0.04
C 2.94403 1.46276 -1.18067 0.00 0.01 -0.04
C 2.71476 1.62832 -2.52542 0.02 0.01 0.02
C 1.71064 0.86967 -3.13142 -0.02 -0.01 0.00
C 0.92760 0.00483 -2.39801 0.00 0.00 -0.07
C 1.09694 -0.12191 -1.01132 0.12 0.01 0.07
O 0.29676 -0.94450 -0.35232 -0.35 0.08 0.07
H 1.54210 -0.54888 6.10328 -0.01 -0.01 -0.01
H 3.11759 -0.41099 5.44447 -0.01 0.00 0.01
H 3.51493 0.74027 1.28467 0.02 -0.02 -0.01
H 3.74446 2.00634 -0.69267 0.00 -0.01 0.00
H 3.31467 2.31371 -3.10693 0.00 0.00 0.00
H 1.53799 0.96044 -4.19683 0.00 0.00 0.00
H 0.16160 -0.59137 -2.87432 -0.02 -0.03 0.03
O -0.38382 3.43351 1.20724 0.05 -0.01 -0.03
C -0.63829 2.30156 0.86417 -0.09 0.11 0.17
O -0.35651 1.31516 1.69478 0.00 -0.12 -0.15
C -1.30723 2.11207 -0.48463 0.06 -0.08 -0.09
C -1.77399 0.91087 -0.99810 0.04 0.12 0.28
C -2.29328 0.86907 -2.27804 0.13 -0.02 -0.07
C -2.42402 1.99280 -3.06455 0.05 -0.05 -0.04
C -1.97250 3.17866 -2.52063 0.02 0.05 0.01
C -1.40685 3.26157 -1.26490 -0.05 0.00 -0.04
N -2.07149 4.40439 -3.34086 -0.03 0.01 0.02
O -1.66947 5.43850 -2.85339 0.01 0.00 -0.01
O -2.55046 4.29472 -4.45082 0.01 0.00 0.00
N -2.62180 -0.44012 -2.87460 -0.56 0.05 0.20
O -2.29878 -1.43503 -2.26028 0.18 -0.03 -0.02
O -3.21074 -0.43814 -3.93580 0.15 0.00 -0.03
H -1.70436 0.00981 -0.41914 -0.04 -0.07 -0.21
H -2.83011 1.94487 -4.06258 -0.01 -0.01 0.00
H -1.04631 4.20405 -0.88230 0.01 0.00 0.00
N 1.26178 -5.66146 2.75980 0.00 0.02 -0.01
N 0.65298 -4.59301 2.12901 0.01 -0.01 0.01
N -0.00888 -4.73691 1.00158 -0.01 0.01 -0.01
C -0.32571 -3.48606 0.71510 0.04 -0.04 0.02
N 0.15008 -2.66832 1.66280 -0.04 0.02 -0.06
N 0.78172 -3.38759 2.56388 0.01 0.01 0.04
H 0.72837 -6.48844 2.51512 0.00 0.00 0.01
H 1.22894 -5.49028 3.75895 0.00 -0.01 0.00
H -0.87557 -3.15619 -0.15038 0.00 0.00 0.00
S -2.43237 -1.04196 2.16931 0.01 -0.18 -0.08
C -3.51050 -0.97955 0.87508 0.17 0.15 -0.08
N -4.33682 -0.90742 0.07227 0.02 -0.07 -0.08
```
Positions in Å, forces in eV/Å.

For the relative energy (zero: lowest compared OMol25 entry of this formula, charge and spin), the calculation gives 11.2 kJ/mol. The spin multiplicity is 1.

=====

Computed, not measured: a 2-piece molecular cluster, C33H36ClN3O6S overall at a distorted geometry, with wB97M-V/def2-TZVPD.

Geometry as XYZ:
```
80
Properties=species:S:1:pos:R:3:forces:R:3
N -8.92936 -1.53889 4.98030 2.50 -0.06 -0.49
C -7.78060 -1.56064 4.75316 -2.42 0.05 0.46
C -6.37093 -1.58128 4.46555 0.25 0.06 -0.01
C -5.68776 -2.79919 4.39701 0.21 -0.26 0.01
C -4.32304 -2.82227 4.12058 -0.23 0.18 0.08
C -3.65571 -1.61367 3.92766 0.20 0.20 -0.05
S -1.93508 -1.62137 3.42095 1.68 0.68 3.72
C -0.87762 -1.38329 4.69851 -3.85 0.65 0.97
Cl 0.71659 -1.78536 4.60962 2.42 -0.93 -0.38
O -1.72255 -2.97805 2.95462 0.18 -0.29 -1.63
O -1.86622 -0.44232 2.56273 -0.58 0.10 -1.58
C -4.32578 -0.39247 3.96939 -0.29 -0.18 0.21
C -5.68807 -0.37981 4.25209 0.11 0.23 0.03
H -6.21955 -3.73548 4.56829 0.08 0.29 -0.08
H -3.78554 -3.76484 4.02761 -0.07 0.29 0.08
H -1.19383 -0.70193 5.48212 0.10 0.11 -0.36
H -3.78696 0.53080 3.76596 -0.12 -0.26 0.06
H -6.21713 0.57128 4.31024 0.05 -0.30 -0.04
C 2.72166 4.96680 -4.49226 0.18 0.12 0.64
O 3.38923 5.36004 -3.27483 -0.83 0.00 -0.31
C 2.99987 4.77534 -2.11127 0.60 -0.15 0.76
C 2.02006 3.78850 -1.97109 0.02 -0.25 -0.54
C 2.00306 2.97764 -0.83736 0.04 0.74 0.10
C 1.12539 1.75439 -0.80390 -0.32 -0.01 -0.14
C 1.93811 0.48393 -1.11403 0.85 0.16 -0.05
C 2.46017 0.42402 -2.55472 1.04 0.45 -0.53
O 3.29487 1.16390 -3.07260 -1.32 -0.93 0.75
N 1.86422 -0.64747 -3.15962 0.29 0.58 0.09
C 2.05597 -0.94158 -4.55930 -0.11 -0.31 -0.29
C 0.96559 -1.42384 -2.33189 -0.27 -0.77 -0.50
C -0.48779 -1.31845 -2.82711 -0.02 0.29 0.20
C 1.35890 -2.90616 -2.31626 0.31 0.02 0.09
N 1.15964 -0.75814 -1.02834 -1.42 -0.14 2.11
C 0.45364 -1.05313 0.06909 1.23 0.78 -1.24
C -0.26626 -2.24537 0.25064 -1.20 -1.24 0.73
C -1.59659 -2.20341 0.59339 1.03 0.40 -1.20
C -2.53455 -3.29927 0.47454 -0.54 -1.01 0.03
C -3.91972 -3.02974 0.51285 0.62 -0.02 -0.04
C -4.84373 -4.05466 0.34783 0.16 -0.35 -0.11
C -4.40052 -5.37495 0.16052 0.10 0.52 -0.15
C -3.02732 -5.65476 0.15891 0.13 0.05 0.00
C -2.09720 -4.63285 0.33339 -0.39 0.35 0.01
C 2.84714 3.25797 0.24003 0.20 -0.25 0.39
C 3.75756 4.32010 0.17438 -0.27 0.35 -0.67
O 4.69994 4.63810 1.10187 -0.44 -0.28 0.50
C 4.62263 4.03578 2.41014 -0.09 0.13 -0.63
C 3.78786 5.12233 -0.98991 0.58 -0.84 -0.36
O 4.70826 6.12406 -1.10168 0.64 0.07 -0.19
C 6.06017 5.76343 -1.54794 -1.19 0.02 0.36
H 3.17324 5.59661 -5.25888 -0.15 -0.14 0.03
H 2.90207 3.90448 -4.71040 -0.04 0.22 0.10
H 1.64130 5.15939 -4.42862 0.26 0.00 -0.07
H 1.33964 3.57544 -2.80212 0.38 -0.07 0.28
H 0.66803 1.64332 0.18765 0.04 0.04 -0.21
H 0.31669 1.83748 -1.54746 0.16 0.02 0.25
H 2.80196 0.43593 -0.42368 -0.37 -0.04 -0.34
H 2.76820 -0.22550 -4.97440 -0.13 -0.10 0.17
H 2.44488 -1.95998 -4.68371 0.02 0.27 -0.06
H 1.10328 -0.87104 -5.10293 0.27 0.06 0.07
H -0.81450 -0.26961 -2.83178 0.05 -0.25 -0.06
H -0.54392 -1.72189 -3.84659 -0.03 0.11 0.31
H -1.15370 -1.89827 -2.17833 0.14 0.13 -0.24
H 2.36499 -3.02839 -1.89447 -0.21 -0.04 -0.12
H 0.64194 -3.48913 -1.73090 0.21 0.13 -0.30
H 1.34874 -3.28802 -3.34503 0.01 0.08 0.29
H 0.47417 -0.31119 0.87272 -0.19 0.04 -0.23
H 0.24738 -3.20541 0.16008 -0.20 0.44 -0.42
H -2.02762 -1.21427 0.70762 -0.03 -0.20 0.10
H -4.24425 -2.00423 0.70476 0.03 -0.27 -0.15
H -5.90754 -3.81495 0.33774 0.27 -0.16 0.08
H -5.12244 -6.17086 -0.02437 0.20 0.19 0.15
H -2.66795 -6.67543 -0.00017 -0.22 0.32 0.16
H -1.02734 -4.84875 0.41293 -0.44 -0.06 -0.17
H 2.81682 2.61985 1.13072 0.03 0.22 -0.33
H 5.37559 4.56555 2.99364 -0.13 -0.16 0.01
H 3.62865 4.17506 2.85871 0.23 -0.01 -0.15
H 4.86345 2.96526 2.36023 -0.05 0.21 0.04
H 6.59308 6.71447 -1.57166 0.02 -0.22 -0.03
H 6.51323 5.07605 -0.82335 -0.04 0.14 -0.19
H 6.01075 5.31426 -2.54776 0.06 0.09 0.23
```
Positions in Å, forces in eV/Å.

For the relative energy (zero: lowest compared OMol25 entry of this formula, charge and spin), the calculation gives 20.6 kJ/mol. The spin multiplicity is 1.